# 1
# C8H17BNO3

An isolated ion of composition C8H17BNO3 and charge +1 (wB97M-V/def2-TZVPD, the Open Molecules 2025 dataset).

Geometry as ORCA input:
```
! RIJCOSX wB97M-V def2-TZVPD def2/J DEFGRID3
* xyz 1 1
C 1.28015 -1.76860 -0.34466
H -1.08300 -2.50156 0.90221
C 1.06139 -2.47621 0.93930
H 1.04080 -3.55406 0.78066
H 2.38386 0.50820 -1.95750
H 1.01136 3.52419 0.47833
C 0.27295 0.58380 1.66472
O 1.51894 0.66736 -2.34121
H -2.55745 -0.25650 -1.60973
H 0.08575 2.59349 2.32369
B 0.44906 0.02478 -1.84932
C -0.31035 -0.49163 0.73429
C 0.33507 2.72108 0.19106
C -1.84895 -0.80131 -2.23167
N 0.53707 -0.73946 -0.50667
H 1.97214 -2.07520 -1.12301
H -0.45684 -1.87760 2.42791
H 1.36569 0.52530 1.66421
O -0.65598 3.33604 -0.60882
H -1.45623 2.80711 -0.61586
O -0.70793 0.01373 -2.50373
H 1.87690 -2.26858 1.63748
H -1.56701 -1.73833 -1.74906
H 0.92347 2.02549 -0.41490
H -1.30653 -0.20799 0.39612
H -2.31797 -1.02415 -3.18427
H -1.29651 2.03612 1.43801
C -0.20262 2.01937 1.44329
C -0.29747 -1.89538 1.35459
H -0.04973 0.29051 2.66454
*
```

The HOMO energy is -13.33 eV. As for the calculated total energy: -16876.79099 eV.

=====

# 2
# C8H17ClFO2P

A 2-piece molecular cluster, C8H17ClFO2P overall (wB97M-V/def2-TZVPD, the Open Molecules 2025 dataset).

Geometry as ORCA input:
```
! RIJCOSX wB97M-V def2-TZVPD def2/J DEFGRID3
* xyz 0 1
H 3.08466 0.37646 -3.71003
H -0.97985 -1.32775 2.19004
C 3.28190 0.68369 -1.61659
O -1.72063 -0.81256 1.85070
F 3.89197 1.87172 -1.84590
C -0.09135 -0.36289 -1.14683
C 0.52523 -1.67124 -1.65535
P 2.10651 -1.58115 -2.63839
H -0.38665 0.53397 -3.13367
H -1.20829 1.36836 -1.81068
C -2.14485 -0.01608 4.10139
H 1.60892 0.88158 -2.85505
H -0.39932 1.48220 1.50826
H -0.75859 -0.60983 -0.31565
H 0.68954 0.28426 -0.73283
H -3.04567 -0.62697 4.15758
H -2.28601 0.87173 4.71898
Cl -2.42427 -0.48468 -2.56960
O 3.37989 0.15666 -0.55350
H -0.69375 2.13831 3.12642
C -0.59352 1.21880 2.54856
H -0.21054 -2.23045 -2.23898
H -1.31894 -0.59647 4.52211
H 0.78210 -2.29567 -0.79333
H 0.27762 0.67374 2.92262
C -1.84322 0.35849 2.65938
C -0.91005 0.38615 -2.18856
C 2.48664 0.23294 -2.80539
H -2.69342 0.89856 2.23984
H 1.59391 -1.80189 -3.93555
*
```

The HOMO energy is -9.17 eV. As for the calculated total energy: -37195.51593 eV.

=====

# 3
# C8H17CuI2N2NbO4PS

C8H17CuI2N2NbO4PS as an isolated structure (wB97M-V/def2-TZVPD, the Open Molecules 2025 dataset).

Geometry as ORCA input:
```
! RIJCOSX wB97M-V def2-TZVPD def2/J DEFGRID3
* xyz 0 1
H -3.59124 -2.75956 0.68430
P -0.12292 -1.35780 -2.32087
C 3.89608 0.04798 0.49280
C -1.47599 -2.03621 0.70064
O 1.50404 -1.42613 -2.89649
H 0.86201 1.08097 -0.64981
H -3.31176 -1.46396 -0.56156
H 4.77911 0.31664 1.18855
I -1.44303 0.16169 -3.72764
H -1.20490 -2.38860 1.76424
H 2.50156 -0.07766 2.24248
H 3.48446 -1.58156 1.92143
C -3.04240 -1.75956 0.51497
H -1.80887 1.60752 -0.04843
S -3.76536 -0.58938 1.77799
H 5.08603 2.42494 0.62942
N -5.86006 2.16511 -0.24407
H -4.97871 4.17025 0.48515
H -1.23211 -2.93420 0.01380
C 4.33074 2.28939 -0.21384
Cu 0.91131 -3.00819 -4.49254
C 1.69910 -1.52046 0.59848
O -1.83867 0.76605 -0.56539
H 4.81860 2.11469 -1.23250
H 4.33806 -0.58660 -0.34407
I -0.38609 0.88501 2.58396
H 3.77432 3.29210 -0.30362
O 3.32389 1.30106 0.06913
N -5.67915 0.83521 -0.00994
Nb -0.12108 -0.29600 0.04629
H 1.92601 -0.53660 -2.85784
C -4.99901 3.03846 0.47807
O -4.18878 2.11932 1.18106
C 2.85439 -0.76003 1.40799
H 2.17886 -1.86503 -0.39656
H 1.38523 -2.46399 1.15640
C -4.60367 0.79514 0.92803
*
```

The HOMO energy is -7.90 eV. As for the calculated total energy: -102248.63518 eV. Its energy above the lowest of the compared OMol25 structures with the same formula, charge and spin is 392.1 kJ/mol.

=====

# 4
# C8H17FN3O4

A 2-piece molecular cluster, C8H17FN3O4 overall (wB97M-V/def2-TZVPD, the Open Molecules 2025 dataset).

Geometry as ORCA input:
```
! RIJCOSX wB97M-V def2-TZVPD def2/J DEFGRID3
* xyz -1 1
H 0.80743 -0.41097 -1.04028
O 2.13709 -0.87682 3.58136
H -2.89738 -0.33887 0.72929
H -2.22482 1.02855 -1.75694
H -0.15305 1.82123 -1.58300
C -2.19201 0.05981 -1.26159
H -1.13919 -1.83118 -1.45999
O 3.32125 -0.62900 1.79451
H 0.09989 2.37126 -4.01046
H 3.58995 -3.14650 2.26977
N -0.83821 -0.20438 0.83761
H -1.45944 -0.99501 -2.95220
H 3.35545 -2.88617 4.02773
H 1.39501 1.50486 -2.35519
O -3.21635 1.88533 1.61717
H -0.85559 0.92592 2.61727
C 3.74545 -2.47201 3.10594
F -1.17533 -1.33777 1.68175
N 3.00231 -1.21710 2.80542
C -1.13427 -0.83818 -1.91600
H -1.19314 1.42867 -3.69429
H 0.08373 1.61931 1.24031
H -3.16304 -0.40542 -1.46309
O -1.91174 2.62038 -0.05268
C -2.11720 0.26274 0.26917
C 0.34139 1.20983 -2.34310
H 0.84874 -0.80356 -2.75932
C -0.20174 0.71452 1.76749
H 0.69603 0.22466 2.14594
H 4.79519 -2.21120 3.19746
N -0.18141 1.45161 -3.69955
C 0.28747 -0.26783 -1.98608
C -2.45244 1.74328 0.64557
*
```

The HOMO energy is -4.20 eV. As for the calculated total energy: -23946.36341 eV.

=====

# 5
# C8H17IrOP2

C8H17IrOP2 as an isolated structure (wB97M-V/def2-TZVPD, the Open Molecules 2025 dataset).

Geometry as ORCA input:
```
! RIJCOSX wB97M-V def2-TZVPD def2/J DEFGRID3
* xyz 0 5
C 1.12228 -1.09725 -1.90169
H 2.60771 4.25173 2.84751
H 3.15167 -1.42532 -0.95388
Ir -0.34848 0.11657 0.53316
C -0.07917 -1.83438 0.09327
C 2.73799 3.24983 2.42588
C -0.21432 -1.12854 -1.29514
H 1.34272 -0.63755 -2.81506
H -2.62675 1.15167 -1.27035
P -2.22226 1.01232 0.12241
H 0.15554 3.38136 -0.09316
H -0.65744 4.13109 1.34747
C 1.37444 -2.16365 0.16819
H -0.80431 1.84289 3.24517
C 0.14462 2.34529 3.47432
H -3.16192 0.18640 0.84613
H 0.97046 4.65283 0.83796
H -1.14512 -1.19214 -1.87340
H 3.39264 3.32088 1.54812
P 1.11698 2.56339 1.95969
H 1.78281 -2.73613 1.01255
H 0.74547 1.72050 4.14559
H -0.03260 3.31668 3.94882
H 3.22850 2.61128 3.17242
C 0.29312 3.79895 0.91097
H -0.89972 -2.47476 0.49570
H -2.27771 2.35188 0.69691
O 1.32828 1.21402 1.25390
C 2.05770 -1.63684 -0.92276
*
```

The HOMO energy (spin up / spin down) is -3.29 / -7.60 eV. Its expectation value of S² is 6.02. As for the calculated total energy: -32029.27633 eV. Its energy above the lowest of the compared OMol25 structures with the same formula, charge and spin is 0.0 kJ/mol.

=====

# 6
# C8H17N2

A 2-piece molecular cluster, C8H17N2 overall (wB97M-V/def2-TZVPD, the Open Molecules 2025 dataset).

Geometry as ORCA input:
```
! RIJCOSX wB97M-V def2-TZVPD def2/J DEFGRID3
* xyz 1 1
H -0.27668 -1.25364 0.19217
C 2.06552 1.64811 0.03940
C -1.31082 1.85052 0.70962
C 1.61746 1.41169 -1.20626
C -1.22701 0.52992 -0.04949
H 2.41412 -1.49566 -1.18838
H 3.18523 -0.78093 1.59321
H 1.19741 1.77051 -2.11517
H 2.26106 2.32976 0.83483
H -2.33446 -1.19745 -1.93904
C 3.24549 -1.45521 0.74277
H -3.68305 -1.77772 -0.96662
C -2.66187 -1.41108 -0.92322
C 2.12057 0.32268 -0.44841
H -0.92024 0.72538 -1.08869
H -0.29659 -0.34259 1.53723
H 4.29483 -1.63328 0.50041
H -1.93768 2.55449 0.16728
H 2.78305 -2.40606 1.00300
N 2.57117 -0.87523 -0.39943
N -0.17137 -0.29979 0.53018
C -2.60492 -0.15306 -0.06274
H -2.04333 -2.21175 -0.51926
H -3.33367 0.56467 -0.44073
H -0.32409 2.29140 0.83558
H -2.88357 -0.39672 0.96820
H -1.74655 1.69103 1.69356
*
```

The HOMO energy is -13.06 eV. As for the calculated total energy: -11543.33394 eV. Its energy above the lowest of the compared OMol25 structures with the same formula, charge and spin is 276.0 kJ/mol.

=====

# 7
# C8H17N2

An isolated ion of composition C8H17N2 and charge +1 (wB97M-V/def2-TZVPD, the Open Molecules 2025 dataset).

Geometry as ORCA input:
```
! RIJCOSX wB97M-V def2-TZVPD def2/J DEFGRID3
* xyz 1 1
H 0.72003 2.98345 0.78333
H 1.74361 -1.23673 1.24775
H 3.23793 -0.12027 1.12276
H -1.38796 0.47707 -2.27491
C -1.59806 1.09349 -1.29748
H -1.26712 -1.59874 1.38865
C -0.94549 0.38783 -0.09250
H -1.19556 2.17256 -1.37437
H 0.53687 -2.08834 -1.33992
N 1.66345 -0.14493 -0.50324
C 0.84161 1.01403 -0.07586
H 3.02213 -1.56578 -0.01158
C -1.15558 -2.02676 0.46534
C -1.55673 0.73878 1.28461
H 0.37014 -0.51171 -2.18032
H -1.71568 1.81816 1.39750
H -2.21559 -2.40714 0.08322
H -0.62160 -2.91120 0.46853
H -2.73277 1.17812 -1.06822
C 0.30515 -1.10036 -1.26426
H -0.94908 0.29158 2.05521
H 2.33851 2.38837 0.64454
H -2.67361 0.48406 1.30481
H 2.17167 0.22448 -1.28607
N -0.69772 -0.91075 -0.40525
C 1.32909 2.15403 0.44381
C 2.43236 -0.78330 0.48393
*
```

The HOMO energy is -13.22 eV. As for the calculated total energy: -11541.79968 eV. Its energy above the lowest of the compared OMol25 structures with the same formula, charge and spin is 424.1 kJ/mol.

=====

# 8
# C8H17N2

A 2-piece molecular cluster, C8H17N2 overall (wB97M-V/def2-TZVPD, the Open Molecules 2025 dataset).

Geometry as ORCA input:
```
! RIJCOSX wB97M-V def2-TZVPD def2/J DEFGRID3
* xyz 1 1
H 2.05290 0.63429 -2.06091
C 0.95286 -1.53156 -0.60110
N 0.05633 0.18899 0.68567
H -1.36917 -0.63399 -1.32901
H 1.76383 -2.23354 -0.58018
H -2.78912 -1.77423 0.96681
C 1.24455 -0.06317 -0.16533
H -1.65319 -2.64899 0.00309
H 0.21980 0.76314 -1.86629
C 2.60496 -0.11376 0.62464
H 2.83957 0.79599 1.33013
H 0.16121 -2.12419 0.05018
N -2.19308 -1.78672 0.20676
H 2.48225 -1.02891 1.25567
H 0.43175 -1.59033 -1.62442
H 1.34849 1.92348 -1.12991
H 0.32823 -0.41592 1.55658
H 3.39149 -0.21438 -0.11061
C -2.82846 0.46356 -0.09069
C -1.98996 -0.63669 -0.39128
H -0.42964 2.02087 0.10925
C 1.18618 0.80508 -1.39046
C -0.25041 1.56993 1.01944
C -3.33351 1.56239 0.17781
H -0.91045 1.56484 1.95723
H 0.62765 2.11099 1.38359
H -3.94506 2.39282 0.01334
*
```

The HOMO energy is -13.05 eV. As for the calculated total energy: -11541.30305 eV. Its energy above the lowest of the compared OMol25 structures with the same formula, charge and spin is 472.0 kJ/mol.

=====

# 9
# C8H17N2O4P

One molecule with the formula C8H17N2O4P (wB97M-V/def2-TZVPD, the Open Molecules 2025 dataset).

Geometry as ORCA input:
```
! RIJCOSX wB97M-V def2-TZVPD def2/J DEFGRID3
* xyz 0 1
H -2.14858 -2.26023 0.14999
N -0.19023 1.63047 -1.82962
C -0.97572 -2.05675 0.11673
H -1.67667 2.57820 1.15456
N -0.81197 -0.61780 -0.09819
O 1.21164 -1.16375 -0.87159
H -0.01514 1.22709 -2.65490
O -2.63493 0.98441 -1.00346
O 0.02276 -3.91821 -1.16671
P -2.20687 0.29875 0.35524
C 0.71008 1.12590 -0.75216
C -0.22124 -2.45034 1.34937
C -0.52207 -2.81547 -1.15229
H -2.43993 1.81575 2.44114
H 0.51830 1.78716 0.15369
H 2.97444 0.01246 0.84202
H -0.76150 1.59289 2.15662
C 0.39255 -0.32315 -0.60129
H -1.84856 1.26019 -1.47028
O -3.30491 -0.64827 0.67908
C -1.73699 1.61492 1.62362
H 3.97824 1.38314 0.75721
H 2.67411 0.45746 -1.36210
H 0.19270 2.62898 -1.93405
H -0.48310 -1.87709 2.17122
H 2.28715 1.73950 1.34924
H -1.17392 -2.58564 -2.04793
C 2.83076 1.10614 0.67529
H -0.48295 -3.57428 1.67534
C 2.29598 1.27913 -0.76950
H 0.89908 -2.53366 1.22100
H 2.64746 2.30209 -1.15730
*
```

The HOMO energy is -9.41 eV. As for the calculated total energy: -29030.99759 eV. Its energy above the lowest of the compared OMol25 structures with the same formula, charge and spin is 139.9 kJ/mol.

=====

# 10
# C8H17N4O

An isolated ion of composition C8H17N4O and charge +1 (wB97M-V/def2-TZVPD, the Open Molecules 2025 dataset).

Geometry as ORCA input:
```
! RIJCOSX wB97M-V def2-TZVPD def2/J DEFGRID3
* xyz 1 1
H -1.63689 2.08418 0.41290
C 0.60067 1.81621 0.86271
H -3.60447 -2.31215 0.40773
H 2.21437 0.73252 -1.75007
N 1.43649 0.96783 0.11775
H -0.26708 2.33418 -2.23777
C 0.18055 1.42332 -1.90200
C -0.72582 0.60398 -0.95114
H 0.74523 1.60223 2.01252
H -1.63947 0.30060 -1.32089
H 0.88647 -0.91189 -1.10989
C 1.57118 1.43506 -1.23674
H 2.46834 -1.89585 1.80268
O -1.89791 -2.03550 2.21890
C -0.81674 1.27621 0.44828
C -0.10861 -0.93718 -0.81284
H -0.57706 -1.50088 -1.67342
H 0.69665 2.91865 0.51227
H 1.97049 2.43060 -1.34256
H 1.90449 -0.64209 0.64602
C -1.78342 -1.80538 1.01264
N 0.56415 -1.86162 1.36049
H -0.97913 0.57899 1.22395
C -0.37028 -1.49766 0.53411
H 0.33744 0.77170 -2.71394
N 1.81356 -1.45552 1.21015
H 2.36307 1.15497 0.46715
N -2.87501 -1.67161 0.21704
H 0.24748 -2.37619 2.28188
H -2.71876 -1.52769 -0.69791
*
```

The HOMO energy is -13.25 eV. As for the calculated total energy: -16570.74500 eV. Its energy above the lowest of the compared OMol25 structures with the same formula, charge and spin is 283.0 kJ/mol.

=====

# 11
# C8H17NO2S

A 2-piece molecular cluster, C8H17NO2S overall (wB97M-V/def2-TZVPD, the Open Molecules 2025 dataset).

Geometry as ORCA input:
```
! RIJCOSX wB97M-V def2-TZVPD def2/J DEFGRID3
* xyz 0 1
H -3.75449 -0.34263 -0.85296
C -1.81719 -1.01676 1.21550
H 1.56261 3.42483 0.88371
S 0.62243 -1.64681 -1.46619
H -0.72835 1.75285 0.32978
C -2.85643 0.17544 -0.74344
H 2.10983 -2.77404 0.04021
H -2.69093 0.48881 -1.78044
C 1.50286 1.38777 0.04410
H -1.17603 -0.07554 1.40421
H -1.30567 -2.82983 -0.74505
H 2.29135 0.57868 -0.29405
H 3.23258 1.79264 2.14173
H -2.85504 1.01303 -0.09321
H 2.45471 3.01779 -0.56594
C 3.55848 2.19294 1.24504
H 4.15624 1.40577 0.80437
H 4.11706 2.99324 1.52323
C 0.21743 1.19802 0.17483
C -1.80933 -0.88909 -0.36886
H -1.42930 -1.97522 1.43709
O 1.81054 -0.89297 -1.77665
C 2.31226 2.64456 0.44301
C -2.13300 -2.26488 -0.99603
H -2.77089 -1.02440 1.71795
N -0.45276 -0.65171 -0.92378
H -3.01012 -2.71667 -0.64085
O 1.14854 -2.72077 -0.11264
H -2.30739 -2.24505 -2.04466
*
```

The HOMO energy (spin up / spin down) is -8.47 / -8.47 eV. As for the calculated total energy: -24985.84230 eV. Its energy above the lowest of the compared OMol25 structures with the same formula, charge and spin is 602.3 kJ/mol.

=====

# 12
# C8H17NO2S

One molecule with the formula C8H17NO2S (wB97M-V/def2-TZVPD, the Open Molecules 2025 dataset).

Geometry as ORCA input:
```
! RIJCOSX wB97M-V def2-TZVPD def2/J DEFGRID3
* xyz 0 1
H 0.15477 0.75558 -1.88531
H -1.44357 -1.46204 -0.71468
H 1.15544 1.26446 1.25985
C -0.44737 -1.35240 -0.27306
H 0.99341 -0.36625 1.80946
H 2.36362 0.49875 -0.76004
H -2.50438 0.38865 0.58743
N -1.77980 -0.39698 2.33594
O -1.94024 3.19834 -0.36114
H -0.47143 -2.00298 0.62587
H 1.98918 -2.29861 0.47315
C -0.51168 1.01280 -1.05565
C -1.54956 0.46981 1.19601
H 0.49605 -2.96070 -1.37266
H -1.46754 1.48702 1.56821
O -0.01921 3.40899 -2.06838
S -0.36717 2.82457 -0.76289
H 2.85291 -2.02087 -0.98324
C 0.67622 -1.87582 -1.19875
C -0.35913 0.13124 0.21011
H -1.01963 -0.36738 3.00323
H 0.69194 -1.38727 -2.16104
C 1.02262 0.24310 0.91083
H -1.97861 -1.33217 2.00484
C 2.00575 -1.67270 -0.41534
H -2.41002 3.30891 -1.18464
H 3.15238 -0.15245 0.69991
H -1.50354 0.86636 -1.52628
C 2.21857 -0.20996 0.03826
*
```

The HOMO energy is -9.20 eV. As for the calculated total energy: -24991.51196 eV. Its energy above the lowest of the compared OMol25 structures with the same formula, charge and spin is 55.2 kJ/mol.

=====

Look up the calculated total energy of the ninth one. -29030.99759 eV